[1]
# C78H209F6LiN20O23S2

A structure of composition C78H209F6LiN20O23S2 in a non-equilibrium geometry (ωB97M-V/def2-TZVPD, OMol25).

Summary:
E_HOMO: -8.372 eV
HOMO-LUMO gap: 8.30 eV
LUMO level: -0.07 eV

XYZ file:
```
339
C78H209F6LiN20O23S2, DFT ωB97M-V/def2-TZVPD
Li 0.780 -2.766 -0.924
C 1.439 -0.569 2.020
F 0.097 -0.265 1.935
F 1.979 0.222 2.901
F 1.611 -1.828 2.553
S 2.314 -0.410 0.383
O 2.840 0.998 0.351
O 3.382 -1.351 0.391
N 1.036 -0.881 -0.657
S 0.685 0.437 -1.318
O -0.127 1.332 -0.521
O 1.723 1.181 -2.066
C -0.472 -0.197 -2.697
F 0.262 -0.843 -3.588
F -1.331 -1.192 -2.273
F -1.125 0.886 -3.192
C -0.122 -5.144 2.062
C -0.732 -5.049 0.698
C -2.231 -5.468 0.741
O -2.965 -5.165 -0.427
C -2.629 -5.893 -1.609
N -0.620 -3.599 0.277
H 0.939 -5.304 1.871
H -0.434 -5.927 2.754
H 0.000 -4.201 2.594
H -0.415 -5.808 -0.017
H -2.826 -4.898 1.455
H -2.476 -6.478 1.070
H -3.109 -5.221 -2.319
H -3.042 -6.901 -1.563
H -1.588 -6.118 -1.845
H -1.457 -3.497 -0.278
H -0.950 -3.197 1.143
C 1.816 7.255 5.518
C 3.076 6.380 5.528
C 3.033 5.055 4.805
O 2.113 4.155 5.380
C 2.058 2.872 4.836
N 4.162 7.060 4.893
H 0.882 6.692 5.504
H 1.764 7.948 4.678
H 1.923 7.907 6.384
H 3.201 6.138 6.584
H 4.040 4.665 4.652
H 2.810 5.299 3.766
H 3.001 2.327 4.867
H 1.768 2.816 3.786
H 1.278 2.294 5.331
H 5.143 6.853 5.019
H 4.114 8.043 5.120
C -2.885 -2.968 5.304
C -3.104 -2.974 3.727
C -4.365 -3.810 3.311
O -4.019 -5.134 3.703
C -5.015 -6.158 3.350
N -3.225 -1.632 3.339
H -2.436 -3.930 5.550
H -3.756 -2.806 5.939
H -2.191 -2.194 5.631
H -2.255 -3.504 3.295
H -4.495 -3.759 2.230
H -5.349 -3.528 3.687
H -4.920 -6.448 2.303
H -6.022 -5.778 3.520
H -4.902 -6.995 4.039
H -3.203 -1.514 2.336
H -2.397 -1.177 3.695
C 5.089 -0.333 -2.645
C 5.432 0.501 -1.504
C 6.905 0.246 -0.911
O 7.103 -1.034 -0.265
C 8.518 -1.163 0.117
N 5.210 1.869 -1.987
H 5.298 -1.399 -2.554
H 5.643 -0.052 -3.540
H 4.002 -0.245 -2.630
H 4.866 0.415 -0.576
H 7.171 1.046 -0.221
H 7.620 0.356 -1.726
H 9.277 -1.190 -0.665
H 8.641 -1.980 0.828
H 8.842 -0.438 0.864
H 4.357 1.718 -2.507
H 4.825 2.413 -1.228
C -7.991 0.474 -3.952
C -7.295 0.230 -2.570
C -6.081 1.138 -2.326
O -5.485 0.751 -1.067
C -4.344 -0.140 -1.308
N -8.335 0.508 -1.648
H -8.241 1.527 -4.082
H -8.886 -0.105 -4.178
H -7.271 0.146 -4.702
H -7.047 -0.820 -2.413
H -6.375 2.186 -2.380
H -5.293 1.081 -3.077
H -3.762 0.310 -2.113
H -4.658 -1.096 -1.725
H -3.765 -0.278 -0.395
H -8.136 0.167 -0.719
H -8.483 1.505 -1.571
C 1.303 -3.952 6.084
C 2.073 -4.671 7.246
C 1.882 -6.256 7.158
O 0.541 -6.397 7.527
C 0.132 -7.779 7.574
N 3.487 -4.376 7.094
H 1.648 -4.404 5.154
H 1.439 -2.874 6.169
H 0.219 -4.045 6.024
H 1.896 -4.363 8.277
H 2.627 -6.769 7.767
H 2.188 -6.589 6.166
H -0.562 -7.813 8.414
H 0.946 -8.467 7.802
H -0.503 -8.075 6.740
H 3.555 -3.383 7.266
H 4.093 -4.767 7.801
C -2.260 5.940 -2.916
C -3.096 6.044 -4.224
C -4.352 5.151 -4.209
O -3.972 3.756 -4.015
C -3.450 3.076 -5.171
N -3.289 7.428 -4.541
H -2.906 6.328 -2.128
H -1.415 6.628 -2.920
H -1.905 4.913 -2.826
H -2.461 5.601 -4.991
H -4.982 5.161 -5.099
H -4.936 5.429 -3.332
H -2.651 3.704 -5.566
H -4.154 2.948 -5.994
H -2.878 2.152 -5.089
H -3.916 8.026 -4.021
H -3.445 7.386 -5.538
C 3.199 -0.599 6.682
C 4.178 -0.599 7.878
C 3.790 0.223 9.162
O 4.239 1.629 9.120
C 3.675 2.526 8.153
N 4.725 -1.894 8.143
H 3.238 0.403 6.254
H 2.195 -0.678 7.099
H 3.496 -1.273 5.879
H 5.053 -0.050 7.530
H 4.354 -0.255 9.963
H 2.706 0.182 9.266
H 3.928 2.201 7.144
H 4.021 3.558 8.210
H 2.593 2.546 8.282
H 5.211 -2.198 7.312
H 5.416 -1.786 8.872
C 5.257 -4.396 1.785
C 6.611 -4.274 1.056
C 7.180 -5.669 0.783
O 8.399 -5.714 0.021
C 9.625 -5.391 0.620
N 6.246 -3.487 -0.123
H 5.056 -3.386 2.141
H 5.399 -4.982 2.693
H 4.331 -4.633 1.260
H 7.325 -3.758 1.697
H 6.545 -6.166 0.050
H 7.302 -6.289 1.672
H 9.641 -5.510 1.703
H 9.674 -4.319 0.428
H 10.448 -5.807 0.039
H 6.528 -2.517 -0.126
H 6.704 -3.903 -0.922
C 5.110 0.147 2.918
C 6.546 -0.074 3.520
C 6.413 -0.184 4.978
O 5.925 1.038 5.532
C 6.860 1.825 6.307
N 7.034 -1.259 2.803
H 4.528 0.763 3.602
H 4.601 -0.794 2.711
H 5.223 0.686 1.977
H 7.215 0.766 3.334
H 7.423 -0.339 5.356
H 5.883 -1.095 5.258
H 6.333 2.757 6.512
H 7.736 2.054 5.700
H 7.144 1.409 7.274
H 6.200 -1.705 2.448
H 7.459 -0.847 1.984
C -4.552 -7.406 -4.053
C -4.315 -6.358 -5.099
C -5.357 -5.307 -5.084
O -5.118 -4.538 -3.880
C -6.086 -3.425 -3.847
N -2.962 -5.762 -5.157
H -5.322 -8.133 -4.312
H -4.766 -7.002 -3.064
H -3.767 -8.148 -3.911
H -4.478 -6.975 -5.983
H -6.360 -5.714 -5.210
H -5.085 -4.692 -5.942
H -7.009 -3.813 -4.280
H -5.657 -2.628 -4.455
H -6.161 -3.153 -2.794
H -2.909 -5.175 -5.977
H -3.016 -5.012 -4.481
C -0.200 1.726 -9.303
C -1.156 2.436 -8.337
C -2.314 2.977 -9.094
O -2.819 2.030 -9.961
C -4.159 2.097 -10.071
N -1.562 1.410 -7.401
H 0.703 1.351 -8.823
H 0.118 2.264 -10.197
H -0.592 0.848 -9.816
H -0.607 3.191 -7.775
H -1.912 3.790 -9.700
H -2.907 3.471 -8.325
H -4.472 3.110 -10.324
H -4.686 1.763 -9.178
H -4.389 1.608 -11.018
H -2.196 0.757 -7.840
H -0.803 0.866 -7.016
C -5.995 4.921 1.890
C -5.896 4.170 0.576
C -4.425 3.542 0.194
O -3.895 2.736 1.286
C -2.636 2.192 1.123
N -6.725 3.003 0.677
H -5.576 4.376 2.735
H -7.051 4.983 2.152
H -5.432 5.854 1.868
H -6.333 4.688 -0.278
H -3.723 4.372 0.116
H -4.515 3.023 -0.760
H -2.682 1.459 0.317
H -2.161 1.710 1.978
H -1.840 2.853 0.781
H -6.640 2.353 -0.091
H -6.216 2.591 1.447
C 4.542 1.162 -5.951
C 3.469 0.046 -6.138
C 2.068 0.343 -5.598
O 1.307 1.339 -6.201
C 1.473 2.573 -5.585
N 3.369 -0.335 -7.498
H 4.450 1.977 -6.669
H 5.542 0.758 -6.107
H 4.473 1.578 -4.946
H 3.894 -0.847 -5.680
H 2.053 0.373 -4.509
H 1.476 -0.540 -5.838
H 1.268 2.376 -4.533
H 0.921 3.412 -6.010
H 2.509 2.904 -5.652
H 2.701 0.302 -7.908
H 3.066 -1.296 -7.564
C -4.675 -0.520 -6.922
C -4.325 -1.811 -7.595
C -2.947 -2.412 -7.114
O -2.670 -3.768 -7.556
C -2.571 -3.877 -8.976
N -5.528 -2.686 -7.380
H -5.687 -0.187 -7.152
H -4.033 0.318 -7.195
H -4.652 -0.701 -5.847
H -4.137 -1.690 -8.662
H -2.984 -2.560 -6.035
H -2.173 -1.660 -7.268
H -3.581 -4.201 -9.228
H -1.928 -4.674 -9.349
H -2.434 -2.980 -9.580
H -5.217 -3.646 -7.355
H -5.706 -2.637 -6.387
C 3.821 -3.967 -2.977
C 2.546 -3.371 -2.551
C 1.342 -3.934 -3.262
O 0.049 -3.643 -2.693
C -0.872 -4.110 -3.546
N 2.495 -3.775 -1.180
H 4.609 -3.633 -2.302
H 4.071 -3.628 -3.983
H 4.037 -5.035 -2.981
H 2.602 -2.290 -2.679
H 1.544 -4.985 -3.469
H 1.266 -3.551 -4.280
H -0.796 -3.737 -4.568
H -1.829 -3.768 -3.151
H -0.965 -5.186 -3.696
H 2.328 -4.770 -1.141
H 3.346 -3.626 -0.658
C -5.796 2.235 5.483
C -4.587 1.318 5.465
C -3.586 1.630 6.603
O -2.708 2.637 6.341
C -1.681 2.565 5.347
N -5.047 -0.054 5.678
H -6.290 2.181 6.453
H -6.468 1.939 4.677
H -5.465 3.235 5.204
H -4.085 1.360 4.498
H -2.846 0.859 6.813
H -4.094 1.792 7.554
H -1.225 1.612 5.076
H -0.866 3.221 5.651
H -2.018 2.869 4.355
H -5.817 -0.251 5.055
H -4.277 -0.640 5.390
C 0.479 4.858 -1.390
C 1.982 5.042 -1.182
C 2.479 4.490 0.141
O 3.942 4.753 0.362
C 4.327 4.542 1.763
N 2.495 4.315 -2.365
H 0.005 5.726 -0.932
H 0.045 3.955 -0.960
H 0.154 5.088 -2.405
H 2.171 6.114 -1.238
H 2.192 3.443 0.243
H 1.919 4.968 0.945
H 4.241 5.407 2.420
H 5.338 4.135 1.765
H 3.678 3.815 2.252
H 2.108 3.410 -2.138
H 3.494 4.228 -2.242
C 0.222 7.359 1.427
C -0.933 6.455 1.762
C -1.469 6.737 3.189
O -2.575 5.886 3.477
C -2.965 6.033 4.883
N -1.960 6.807 0.784
H 0.612 7.440 0.413
H 1.087 6.996 1.982
H 0.148 8.400 1.742
H -0.625 5.422 1.596
H -1.701 7.792 3.333
H -0.658 6.438 3.853
H -3.164 7.057 5.197
H -2.204 5.713 5.595
H -3.807 5.349 4.988
H -1.961 7.816 0.826
H -2.794 6.578 1.306
```

---

[2]
# C31H20BrIrN6O4S

A structure of composition C31H20BrIrN6O4S (ωB97M-V/def2-TZVPD, OMol25).

Summary:
E_HOMO (spin up / spin down): -11.239 / -11.363 eV
HOMO-LUMO gap (spin up / spin down): 7.10 / 6.49 eV
charge: +1
LUMO level (spin up / spin down): -4.14 / -4.88 eV
multiplicity: 2

XYZ file:
```
64
C31H20BrIrN6O4S, DFT ωB97M-V/def2-TZVPD
Ir -0.246 1.037 1.157
C -1.775 -2.932 0.858
C -1.095 -3.686 1.809
C -0.094 -3.086 2.531
C 0.232 -1.743 2.317
N -0.455 -1.009 1.414
C -1.439 -1.613 0.700
N 1.310 -1.288 3.064
C 1.731 -0.086 3.087
N 1.184 1.050 2.504
C 2.045 2.124 2.675
N 1.937 3.322 2.249
C 0.806 3.841 1.639
C 0.770 5.239 1.585
C -0.356 5.892 1.152
C -1.456 5.133 0.759
C -1.356 3.768 0.772
N -0.233 3.111 1.176
C 3.194 1.655 3.485
C 4.314 2.325 3.931
C 5.238 1.587 4.666
C 5.036 0.233 4.932
C 3.898 -0.429 4.478
C 2.987 0.317 3.760
H -2.552 -3.356 0.238
H -1.341 -4.726 1.974
H 0.481 -3.617 3.276
H -1.956 -0.974 0.006
H 1.648 5.765 1.929
H -0.393 6.972 1.138
H -2.379 5.591 0.437
H -2.175 3.146 0.452
H 4.462 3.374 3.715
H 6.131 2.071 5.038
H 5.780 -0.311 5.498
H 3.731 -1.479 4.677
Br 3.009 -0.080 0.203
C 1.855 0.794 -0.975
C 2.360 1.172 -2.209
C 1.522 1.750 -3.143
C 0.174 1.872 -2.844
C -0.264 1.465 -1.610
N 0.568 0.980 -0.652
C -1.732 1.436 -1.258
O -2.572 1.690 -2.083
O -1.940 1.083 -0.018
H 3.404 0.992 -2.419
H 1.912 2.068 -4.100
H -0.559 2.252 -3.542
O -5.833 -4.696 -4.724
C -4.553 -4.896 -5.097
O -4.284 -5.696 -5.942
C -3.495 -4.082 -4.401
C -3.763 -2.864 -3.773
C -2.741 -2.149 -3.184
C -1.420 -2.646 -3.204
S -0.160 -1.764 -2.471
C -1.166 -3.873 -3.853
C -2.191 -4.574 -4.447
H -5.888 -4.073 -3.990
H -4.760 -2.439 -3.773
H -2.933 -1.187 -2.726
H -0.151 -4.247 -3.878
H -2.009 -5.508 -4.961
```

---

[3]
# C15H23NO3

A cluster of 2 separate species, C15H23NO3 in total in a non-equilibrium geometry (ωB97M-V/def2-TZVPD, OMol25).

Summary:
E_HOMO: -8.566 eV
HOMO-LUMO gap: 9.11 eV
LUMO level: 0.55 eV

XYZ file:
```
42
C15H23NO3, DFT ωB97M-V/def2-TZVPD
C 2.966 0.855 2.043
C 3.012 1.521 0.590
C 3.186 0.663 -0.613
C 1.972 -0.511 -0.736
C 2.320 -2.002 -0.244
C 1.132 -2.948 -0.206
H 0.824 -3.099 -1.145
H 1.482 -3.808 0.021
O -0.033 -2.456 0.378
C -1.038 -2.216 -0.262
O -1.218 -2.032 -1.434
N -2.186 -1.708 0.475
H -1.874 -1.997 1.454
C -3.355 -1.311 0.126
H -4.171 -1.972 0.484
H -3.471 -1.681 -0.846
C -3.601 -0.049 0.344
C -2.518 0.887 -0.159
C -1.725 1.974 0.499
C -0.808 2.665 0.181
C -0.406 2.439 -1.334
C -1.127 1.621 -1.896
C -2.072 0.900 -1.502
H -2.629 0.130 -2.029
H -0.694 1.557 -3.316
H 0.547 3.047 -1.642
H -0.282 3.158 0.698
H -2.121 2.191 1.547
O -4.029 0.345 1.751
H -3.137 0.153 2.248
H -4.537 0.486 -0.309
H 3.158 -2.240 -0.707
H 2.541 -1.669 0.991
H 0.983 -0.230 -0.263
H 1.653 -0.711 -1.761
H 3.086 1.377 -1.460
H 4.021 0.078 -0.681
H 3.649 2.302 0.806
H 1.885 2.093 0.509
H 2.775 1.732 2.843
H 3.912 0.202 2.223
H 1.927 0.265 2.337
```